Entry from the Open Molecules 2025 dataset: a molecular structure, C6H12O (wB97M-V/def2-TZVPD).

As for the charge: 0. The gap between HOMO and LUMO is 10.72 eV. As for the HOMO energy: -9.5819 eV. As for the LUMO energy: 1.1 eV. The value obtained for the energy is -311.01064 Ha. The value obtained for the max |F| is 0.008 hartree/bohr.

Last column: Mulliken charge in e.
Positions of all 19 atoms, in Å:
C: -0.291 -1.453 -2.358  -1.26
C: -0.715 -0.632 -1.143  -0.27
C: 0.378 -0.549 -0.074  -0.97
C: -0.055 0.254 1.142  0.20
C: -0.348 1.753 0.960  -0.50
O: 0.430 2.089 2.117  -0.42
C: 0.985 0.766 2.151  -0.50
H: 0.618 -1.041 -2.813  0.32
H: -0.078 -2.491 -2.076  0.32
H: -1.070 -1.469 -3.128  0.36
H: -1.626 -1.063 -0.705  0.30
H: -0.982 0.385 -1.466  0.30
H: 1.276 -0.093 -0.515  0.34
H: 0.664 -1.564 0.232  0.33
H: -0.880 -0.248 1.659  0.35
H: -1.386 2.090 1.043  0.28
H: 0.094 2.172 0.042  0.28
H: 2.017 0.753 1.771  0.26
H: 0.971 0.343 3.161  0.28